Record 1
{
  "formula": "C33H31Cl2N5O4PmS2",
  "method": "ωB97M-V/def2-TZVPD",
  "s2": 6.004,
  "charge": 1,
  "homo_lumo_gap_ev": [7.0, 7.0],
  "spin_multiplicity": 5,
  "e_tot_ev": -113631.917,
  "symbols": ["Pm", "Cl", "C", "C", "C", "N", "C", "O", "C", "C", "C", "C", "C", "N", "C", "C", "C", "Cl", "N", "C", "O", "C", "C", "C", "C", "C", "N", "H", "H", "H", "H", "H", "H", "H", "H", "H", "H", "C", "C", "C", "C", "N", "C", "C", "H", "H", "H", "H", "H", "H", "H", "C", "S", "C", "O", "H", "H", "H", "H", "H", "H", "C", "S", "O", "C", "C", "C", "C", "C", "C", "H", "H", "H", "H", "H", "H", "H", "H"],
  "coordinates": [[11.11, 13.14, 12.22], [11.18, 6.01, 11.80], [11.60, 7.63, 11.38], [11.66, 8.65, 12.33], [11.90, 9.97, 11.98], [12.06, 11.05, 12.93], [12.64, 10.75, 14.15], [13.06, 9.67, 14.53], [12.70, 11.98, 15.08], [13.10, 11.76, 16.41], [13.00, 12.79, 17.40], [12.52, 14.01, 16.95], [12.08, 14.13, 15.63], [12.19, 13.18, 14.70], [11.91, 10.36, 10.63], [11.83, 9.32, 9.67], [11.68, 7.99, 10.04], [11.54, 6.81, 8.74], [11.99, 11.70, 10.33], [12.50, 12.13, 9.13], [12.88, 11.45, 8.19], [12.50, 13.67, 8.93], [13.23, 14.11, 7.84], [13.56, 15.43, 7.73], [13.19, 16.30, 8.73], [12.46, 15.82, 9.81], [12.19, 14.50, 9.95], [11.56, 8.33, 13.37], [13.44, 10.71, 16.56], [13.33, 12.65, 18.42], [12.57, 14.86, 17.60], [11.78, 15.14, 15.34], [11.84, 9.66, 8.65], [13.45, 13.50, 7.01], [14.13, 15.87, 6.95], [13.41, 17.41, 8.68], [12.19, 16.43, 10.65], [8.44, 19.07, 14.56], [9.08, 17.75, 14.10], [10.45, 17.76, 13.79], [10.96, 16.59, 13.26], [10.27, 15.46, 13.15], [8.98, 15.47, 13.42], [8.35, 16.61, 13.83], [8.49, 19.74, 13.70], [9.01, 19.63, 15.35], [7.41, 18.94, 14.83], [11.03, 18.66, 13.89], [12.04, 16.51, 13.04], [8.46, 14.52, 13.21], [7.28, 16.66, 13.92], [8.29, 12.02, 16.10], [9.31, 11.51, 14.67], [8.19, 10.26, 13.88], [9.29, 12.60, 13.57], [7.86, 11.18, 16.63], [7.44, 12.70, 15.88], [8.97, 12.53, 16.79], [8.28, 9.39, 14.53], [8.67, 9.93, 12.90], [7.20, 10.68, 13.88], [6.97, 13.67, 9.74], [8.71, 13.51, 9.47], [9.22, 13.69, 10.88], [8.81, 11.83, 9.02], [9.01, 11.61, 7.69], [9.18, 10.31, 7.17], [9.19, 9.26, 8.09], [8.92, 9.47, 9.44], [8.77, 10.77, 9.90], [6.57, 12.91, 10.39], [6.46, 13.71, 8.77], [6.85, 14.68, 10.13], [9.02, 12.47, 7.03], [9.37, 10.14, 6.14], [9.42, 8.22, 7.82], [9.00, 8.57, 10.11], [8.80, 10.93, 11.00]]
}


Record 2
{
  "formula": "C4H12S2",
  "method": "ωB97M-V/def2-TZVPD",
  "homo_lumo_gap_ev": 9.8,
  "smiles": "CCS.CCS",
  "e_above_lowest_kcal_mol": 11.0,
  "e_tot_ev": -26012.640,
  "symbols": ["C", "C", "S", "H", "H", "H", "H", "H", "H", "C", "C", "S", "H", "H", "H", "H", "H", "H"],
  "coordinates": [[-0.07, -1.13, -2.42], [-0.56, -1.95, -1.22], [-1.60, -1.03, -0.02], [-0.15, -1.66, -3.37], [-0.72, -0.26, -2.47], [0.97, -0.80, -2.41], [0.22, -2.49, -0.69], [-1.24, -2.70, -1.61], [-2.69, -1.81, -0.12], [-0.17, 1.70, 2.03], [1.17, 1.97, 1.38], [1.83, 0.64, 0.34], [-0.98, 1.61, 1.29], [-0.22, 0.72, 2.50], [-0.55, 2.43, 2.75], [1.87, 2.31, 2.14], [1.10, 2.81, 0.68], [1.80, -0.37, 1.23]]
}